Entry from the Open Molecules 2025 dataset: a structure of composition C49H35F5IrN5OS3 (ωB97M-V with the def2-TZVPD basis set).

XYZ file:
```
99
C49H35F5IrN5OS3, DFT ωB97M-V with the def2-TZVPD basis set
Ir 0.443 0.093 -0.727
N 2.340 -3.878 -0.521
C 1.608 -2.726 -0.587
S 2.436 -1.269 -0.953
N 0.328 -2.873 -0.340
N -0.406 -1.723 -0.410
C -1.670 -1.947 -0.328
C -2.742 -0.997 -0.518
C -4.017 -1.537 -0.715
C -5.093 -0.722 -0.975
C -4.890 0.650 -1.034
C -3.630 1.139 -0.800
N -2.582 0.339 -0.527
H 3.250 -3.860 -0.946
H 1.818 -4.738 -0.576
H -1.971 -2.981 -0.210
H -4.127 -2.611 -0.678
H -6.075 -1.146 -1.140
H -5.692 1.339 -1.256
H -3.401 2.192 -0.800
C -1.714 6.387 4.702
C -3.152 6.739 4.989
O -3.476 7.530 5.843
S -4.441 5.935 4.053
C -3.602 4.791 3.016
C -3.341 5.089 1.675
C -2.664 4.214 0.858
C -2.179 2.958 1.346
C -2.471 2.671 2.719
C -3.162 3.556 3.507
C -1.420 2.103 0.584
C -1.260 1.036 -0.142
H -1.095 7.235 4.989
H -1.547 6.111 3.664
H -1.428 5.528 5.313
H -3.665 6.044 1.275
H -2.447 4.502 -0.165
H -2.106 1.742 3.138
H -3.357 3.301 4.543
C 2.029 5.282 4.992
C 2.008 4.018 5.571
C 1.621 2.917 4.825
C 1.245 3.066 3.491
C 1.263 4.336 2.919
C 1.656 5.437 3.665
C 0.837 1.929 2.646
C 0.769 0.670 2.952
C 0.598 -0.693 2.969
C 1.692 -1.580 2.742
C 1.508 -2.944 2.783
C 0.251 -3.490 3.040
C -0.834 -2.640 3.264
C -0.677 -1.272 3.238
H 2.336 6.141 5.576
H 2.297 3.892 6.607
H 1.609 1.928 5.268
H 0.974 4.446 1.880
H 1.671 6.419 3.207
H 0.535 2.203 1.625
H 2.667 -1.162 2.529
H 2.350 -3.596 2.587
H 0.114 -4.563 3.053
H -1.815 -3.058 3.459
H -1.520 -0.615 3.407
F 1.815 -4.979 -5.071
C 1.314 -3.840 -4.584
C -0.006 -3.780 -4.183
F -0.782 -4.866 -4.288
C -0.512 -2.595 -3.678
F -1.802 -2.597 -3.323
C 0.265 -1.451 -3.547
S -0.363 0.064 -2.879
C 1.583 -1.539 -3.990
F 2.386 -0.484 -3.931
C 2.111 -2.714 -4.493
F 3.386 -2.778 -4.891
C 4.745 3.299 1.191
C 4.116 4.116 0.261
C 3.030 3.671 -0.473
C 2.514 2.363 -0.315
C 3.160 1.559 0.639
C 4.245 2.016 1.368
N 1.387 1.941 -0.997
C 1.066 2.686 -2.160
C 1.945 2.701 -3.245
C 1.630 3.376 -4.411
C 0.422 4.057 -4.525
C -0.453 4.056 -3.451
C -0.131 3.386 -2.277
H 5.585 3.656 1.772
H 4.464 5.132 0.110
H 2.556 4.348 -1.170
H 2.788 0.563 0.835
H 4.696 1.354 2.099
H 2.877 2.153 -3.163
H 2.323 3.359 -5.243
H 0.171 4.581 -5.439
H -1.395 4.590 -3.518
H -0.802 3.389 -1.431
```

Results
Gap between HOMO and LUMO (alpha / beta) (eV): 4.63 / 4.69
HOMO level (alpha / beta) (eV): -3.60 / -3.65
2S+1: 2
Total charge: -1
ΔE to the lowest compared entry with this formula, charge and spin (kJ/mol): 0.0